# C19H45AsGaN2O5Si3

A structure of composition C19H45AsGaN2O5Si3 (ωB97M-V/def2-TZVPD, the Open Molecules 2025 dataset).

The calculation puts the HOMO energy at -0.65125 Eh. Its spin multiplicity is 1. The charge is +3. For the energy above the lowest of the compared OMol25 structures with the same formula, charge and spin, the calculation gives 109.5 kJ/mol. The frontier orbital gap comes out at 9.366 eV. The LUMO energy comes out at -8.36 eV.

XYZ file:
```
76
Properties=species:S:1:pos:R:3:forces:R:3
Ga 0.196832 0.275612 -1.304014 0.3 0.4 -0.5
O 1.162504 1.725110 2.290268 0.1 0.0 0.0
C 1.210841 1.258236 1.094431 0.1 -0.1 -0.1
O 0.419832 0.402062 0.656643 -0.2 0.1 0.0
C 2.319636 1.764597 0.206651 0.0 0.0 0.0
O 1.828611 1.783034 -1.128055 -0.1 0.0 0.0
C 1.186897 3.059506 -1.475613 0.1 0.0 0.0
C -0.324065 2.964941 -1.291362 0.0 0.0 -0.1
O -0.989844 3.888508 -0.955612 0.0 0.0 0.0
O -0.797490 1.752438 -1.626425 -0.2 -0.1 0.2
H 0.401570 1.393270 2.802085 0.0 0.0 0.0
H 3.142086 1.046748 0.262261 0.0 0.0 0.0
H 2.688149 2.736078 0.529752 0.0 0.0 0.0
H 1.406372 3.236325 -2.525948 0.0 0.0 0.0
H 1.614740 3.863456 -0.883133 0.0 0.0 0.0
C -0.548168 -4.946633 2.491628 0.0 0.0 0.0
C -0.685003 -3.794884 1.465586 0.0 0.0 0.0
N -0.100169 -2.550016 1.970744 0.0 -0.3 0.3
C 1.309185 -2.772003 2.300445 0.0 0.0 0.0
C 1.475463 -3.872890 3.378719 0.0 0.0 0.0
N 0.100402 -4.370889 3.717411 0.0 0.0 0.0
C -0.738852 -3.253440 4.272864 0.0 0.0 0.0
C -0.815956 -2.151270 3.186684 0.0 0.0 0.0
H 0.086867 -5.758475 2.142247 0.0 0.0 0.0
H -1.507743 -5.360644 2.794679 0.0 0.0 0.0
H -1.737796 -3.615471 1.251310 0.0 0.0 0.0
H -0.193884 -4.062613 0.531406 0.0 0.0 0.0
H 1.732198 -1.838309 2.671965 0.0 0.0 0.0
H 1.848651 -3.046040 1.394065 0.0 0.0 0.0
H 1.922432 -3.501562 4.298793 0.0 0.0 0.0
H 2.053489 -4.726979 3.031625 0.0 0.0 0.0
H 0.179129 -5.102715 4.424048 0.0 0.0 0.0
H -0.262013 -2.915907 5.190917 0.0 0.0 0.0
H -1.711716 -3.672996 4.521025 0.0 0.0 0.0
H -0.376197 -1.229754 3.567066 0.0 0.0 0.0
H -1.854994 -1.946323 2.934672 0.0 0.0 0.0
C 0.514157 -0.824835 -6.447625 0.0 0.1 -0.1
Si 0.221907 0.284448 -4.996008 0.1 -0.2 0.1
C -1.478402 1.005292 -4.897728 0.0 0.0 0.0
C 1.623340 1.488040 -4.725592 0.0 0.0 0.0
As 0.340999 -1.307428 -3.071844 0.0 -0.1 0.1
Si -1.741598 -2.622069 -3.079876 -0.1 0.1 -0.1
C -2.959221 -1.462487 -2.290351 0.0 0.0 0.0
C -2.035971 -2.940376 -4.880277 0.0 0.0 0.0
C -1.517452 -4.222842 -2.155596 0.0 0.0 0.0
Si 2.526354 -2.357953 -2.850545 0.0 0.0 -0.1
C 2.298253 -3.962869 -1.943310 0.0 0.0 0.0
C 3.160317 -2.607208 -4.569897 0.0 0.0 0.0
C 3.519477 -1.133514 -1.855676 0.0 0.0 0.0
H 0.470940 -0.194371 -7.342735 0.0 0.0 0.0
H -0.239049 -1.601440 -6.565712 0.0 0.0 0.0
H 1.503218 -1.280754 -6.431267 0.0 0.0 0.0
H -1.560815 1.787882 -5.658805 0.0 0.0 0.0
H -1.690468 1.464946 -3.932047 0.0 0.0 0.0
H -2.245815 0.263326 -5.120448 0.0 0.0 0.0
H 2.258646 1.500552 -5.614020 0.0 0.0 0.0
H 2.263168 1.244445 -3.875671 0.0 0.0 0.0
H 1.234489 2.500181 -4.599441 0.0 0.0 0.0
H -3.111729 -0.559969 -2.883921 0.0 0.0 0.0
H -2.660163 -1.164890 -1.281332 0.0 0.0 0.0
H -3.927270 -1.964004 -2.201989 0.0 0.0 0.0
H -2.300660 -2.047435 -5.445192 0.0 0.0 0.0
H -2.880499 -3.633053 -4.950471 0.0 0.0 0.0
H -1.185841 -3.426391 -5.362268 0.0 0.0 0.0
H -1.982818 -4.183081 -1.171135 0.0 0.0 0.0
H -0.481352 -4.540187 -2.049628 0.0 0.0 0.0
H -2.032331 -4.999376 -2.727137 0.0 0.0 0.0
H 1.715977 -4.675431 -2.528817 0.0 0.0 0.0
H 1.827047 -3.843764 -0.965604 0.0 0.0 0.0
H 3.286730 -4.406255 -1.791234 0.0 0.0 0.0
H 2.433089 -3.101417 -5.215555 0.0 0.0 0.0
H 4.041113 -3.253999 -4.520961 0.0 0.0 0.0
H 3.466218 -1.670699 -5.038587 0.0 0.0 0.0
H 3.026759 -0.899059 -0.907166 0.0 0.0 0.0
H 3.702779 -0.206494 -2.401466 0.0 0.0 0.0
H 4.491763 -1.572136 -1.614742 0.0 0.0 0.0
```
Positions in Å, forces in eV/Å.

***

# C19H45BIN2O4P2

A cluster of 3 separate species, C19H45BIN2O4P2 in total (ωB97M-V/def2-TZVPD, the Open Molecules 2025 dataset).

The calculation puts the HOMO energy (alpha / beta) at -0.11656 / -0.11656 Eh. Its spin multiplicity is 3. The charge is -1. The frontier orbital gap (alpha / beta) comes out at 5.631 / 5.616 eV. The LUMO energy (alpha / beta) comes out at 2.46 / 2.44 eV.

XYZ file:
```
74
Properties=species:S:1:pos:R:3:forces:R:3
C 6.259364 -0.578992 -0.142105 0.2 -0.1 -0.2
B 5.256396 0.527696 0.335803 -0.3 0.0 -0.1
O 5.686144 1.543949 1.185748 0.5 -0.2 -0.3
P 3.377724 0.455264 -0.231348 0.5 0.5 -0.1
P 1.184454 0.019687 -0.927141 -0.4 0.0 -0.5
O 1.097494 -1.508313 -0.348110 0.0 -0.4 0.0
I -0.184928 1.306029 0.742205 0.0 0.0 0.3
H 5.864113 -1.563914 0.145998 0.0 0.1 -0.1
H 7.278119 -0.476405 0.242633 -0.1 0.0 0.0
H 6.286592 -0.580416 -1.240223 0.0 -0.1 0.1
H 5.443718 1.380468 2.089846 -0.4 0.2 0.5
H 3.589643 1.175226 -1.537611 0.0 0.0 0.1
H 2.989128 1.716908 0.414005 0.1 -0.1 0.0
H 3.039056 -0.335796 1.054321 -0.1 -0.1 0.0
H 3.589640 -0.852274 -0.953886 -0.1 0.0 0.1
H 1.925918 -1.692708 0.138354 0.0 0.0 0.3
C -0.853943 -5.611610 3.440789 0.1 -0.1 0.0
C 0.117284 -4.804018 2.568490 -0.4 -0.1 0.5
C -0.523153 -4.443382 1.226588 0.1 0.0 -0.3
C -0.657108 -5.636202 0.282437 0.0 0.0 0.1
C 0.698364 -6.307580 0.069542 -0.1 0.2 -0.1
C 1.377505 -6.721583 1.377447 -0.1 -0.5 0.2
N 1.392617 -5.555419 2.322517 0.0 0.5 -0.8
O 2.393312 -4.776531 2.122416 0.1 -0.2 0.3
C 0.669491 -7.944041 1.985040 0.0 0.1 0.1
C 2.820718 -7.127663 1.111671 0.1 0.0 -0.1
C 0.445223 -3.533069 3.339651 0.1 0.1 0.0
H -1.737994 -5.002602 3.631137 0.0 0.1 0.0
H -1.198591 -6.536573 2.990447 0.0 0.0 0.0
H -0.393886 -5.851193 4.400996 0.0 0.0 0.0
H 0.082704 -3.673126 0.740514 0.0 0.0 0.0
H -1.500308 -3.994450 1.416731 0.0 0.0 0.0
H -1.386463 -6.355290 0.668829 0.0 0.0 0.0
H -1.044697 -5.292347 -0.677837 0.0 0.0 0.0
H 0.594129 -7.196506 -0.558736 0.0 0.0 0.0
H 1.354424 -5.614155 -0.464755 0.0 0.0 0.1
H 0.941530 -8.068605 3.034051 0.0 0.0 0.0
H 0.982682 -8.839028 1.446939 0.1 0.0 0.0
H -0.413688 -7.901251 1.910658 0.0 0.0 0.0
H 3.374908 -6.344640 0.602416 0.0 0.0 0.0
H 2.820283 -8.017987 0.481172 0.0 0.0 0.0
H 3.337777 -7.362261 2.043096 0.0 0.0 0.0
H 0.986860 -3.764021 4.258049 0.0 0.0 0.0
H -0.490134 -3.037099 3.601165 0.0 0.0 0.0
H 1.042564 -2.840840 2.752840 0.0 0.0 0.0
C -3.038366 7.185716 -0.241753 0.0 -0.1 0.0
C -2.455836 7.071860 -1.656513 -0.1 0.2 0.5
C -3.566422 7.097986 -2.709776 -0.1 -0.1 -0.2
C -4.384719 5.808538 -2.751190 0.1 0.0 0.0
C -3.473626 4.596938 -2.949305 -0.1 0.2 -0.2
C -2.354575 4.500011 -1.909907 -0.1 -0.4 0.6
N -1.646945 5.823288 -1.830504 -0.2 0.1 -0.9
O -0.742076 5.957648 -2.731170 0.2 0.0 0.3
C -2.924135 4.068411 -0.547845 0.0 0.1 0.0
C -1.346193 3.436062 -2.314763 0.2 0.0 -0.3
C -1.535740 8.270217 -1.844445 0.1 0.1 -0.1
H -3.571791 8.133893 -0.156125 0.1 0.0 0.0
H -3.740331 6.400836 0.014123 0.0 0.0 0.0
H -2.237311 7.177356 0.498116 0.0 0.0 0.0
H -3.110704 7.259163 -3.691854 0.1 0.0 0.0
H -4.211093 7.958707 -2.512968 0.0 0.0 0.0
H -4.971570 5.702301 -1.834704 0.0 0.0 0.0
H -5.104911 5.861302 -3.570765 0.0 0.0 0.0
H -4.052680 3.671575 -2.911843 0.0 0.0 0.0
H -3.023710 4.650479 -3.945922 0.1 0.0 0.0
H -2.212763 4.273523 0.251844 0.0 0.0 0.0
H -3.094608 2.993214 -0.561778 0.1 0.0 0.0
H -3.876006 4.535460 -0.301994 0.0 0.0 0.0
H -0.945787 3.602580 -3.312353 0.0 0.1 0.0
H -1.837196 2.463160 -2.306937 0.0 0.0 0.1
H -0.515581 3.386719 -1.612692 0.0 0.0 0.0
H -0.684684 8.215164 -1.165633 0.0 0.0 0.0
H -2.099526 9.178610 -1.623784 0.0 0.0 0.0
H -1.156102 8.335948 -2.860347 0.0 0.0 0.0
```
Positions in Å, forces in eV/Å.

***

# C19H45Cl2IN8O4P4

A cluster of 3 separate species, C19H45Cl2IN8O4P4 in total in a non-equilibrium geometry (ωB97M-V/def2-TZVPD, the Open Molecules 2025 dataset).

Its SMILES is N#C[C@H](CCCCl)[C@](C#N)(P(O)Cl)P(O)I.CN(C)P(=O)(N(C)C)N(C)C.CN(C)P(=O)(N(C)C)N(C)C. The calculation puts the HOMO energy at -0.29206 Eh. Its spin multiplicity is 1. The frontier orbital gap comes out at 6.955 eV. The LUMO energy comes out at -0.99 eV.

XYZ file:
```
83
Properties=species:S:1:pos:R:3:forces:R:3
N 0.621709 2.948205 6.376999 -1.2 1.1 -0.6
C 0.011324 3.615802 5.646418 0.4 -0.5 -1.6
C -0.574932 4.340245 4.379510 -0.5 0.7 1.1
C -1.583216 3.441971 3.563354 -0.7 -0.1 0.0
C -2.556326 4.251650 2.610681 -0.8 -0.6 0.3
C -3.777451 4.925641 3.391070 0.1 -0.6 -1.5
Cl -3.449937 6.688839 3.723588 -0.2 -0.9 0.2
C 0.618473 4.967531 3.520760 -1.4 1.8 -0.1
C 0.177409 6.224407 2.700461 -0.7 -1.9 -0.2
N -0.296802 7.014830 1.991444 1.0 -0.8 1.1
P 1.576759 3.748210 2.427781 1.3 0.2 -1.8
O 0.707255 3.773098 0.956817 0.9 -0.2 1.6
Cl 1.507592 1.805909 3.234397 -0.8 1.0 -0.3
P 1.899589 5.639214 4.805426 0.4 -0.5 1.4
O 1.158080 6.942694 5.602199 1.0 -0.5 -1.7
I 3.780268 6.435749 3.404798 -0.6 0.4 0.1
H -1.169673 5.220912 4.784469 0.6 -1.0 -0.4
H -1.104776 2.633226 2.948426 -0.1 0.9 0.8
H -2.250385 2.908103 4.312167 0.9 0.6 -0.8
H -3.044283 3.476035 1.937766 0.6 0.8 0.8
H -2.044622 4.974469 1.922366 -0.5 -0.6 0.8
H -4.058701 4.339129 4.306245 0.5 0.9 -0.6
H -4.668108 4.898116 2.696463 1.0 0.2 0.9
H 1.431032 3.775237 0.291537 -0.7 -0.1 0.4
H 1.779812 7.702865 5.604256 -0.6 -0.4 0.0
C 2.563053 -3.393055 1.556086 0.1 -0.4 -0.5
N 2.453431 -2.013182 1.117777 -0.8 0.0 0.3
C 1.032241 -1.674588 1.016542 -0.1 0.5 0.0
P 3.422840 -1.232838 -0.077835 3.2 -2.2 7.0
O 3.328652 0.155426 0.562430 -1.9 0.8 -3.7
N 5.116454 -1.390730 0.313356 1.2 -0.2 -0.2
C 5.545547 -1.918437 1.599214 -0.3 -0.3 0.1
C 5.899004 -0.181898 0.036455 -0.2 0.1 -0.2
N 3.502284 -2.759385 -0.996475 -0.8 1.5 -2.8
C 4.749434 -3.435607 -1.348495 0.6 0.1 0.1
C 2.712508 -2.603284 -2.238885 -0.6 -0.2 0.1
H 2.139628 -4.101934 0.832192 0.0 -0.1 0.0
H 2.025549 -3.527049 2.499704 -0.1 0.3 -0.1
H 3.584988 -3.699156 1.759690 0.1 0.1 -0.2
H 0.552975 -2.218881 0.193245 -0.2 -0.1 0.1
H 0.891298 -0.606921 0.838588 0.1 0.0 0.0
H 0.500837 -1.909415 1.943306 0.1 -0.1 0.0
H 5.023115 -1.443866 2.438844 0.0 -0.1 0.1
H 6.619152 -1.775040 1.745684 -0.1 0.2 -0.2
H 5.410178 -2.998212 1.656321 -0.2 0.0 0.1
H 5.808555 0.566956 0.831823 0.0 0.0 -0.1
H 5.579333 0.284623 -0.899079 0.0 0.0 0.1
H 6.958582 -0.431396 -0.079335 -0.1 -0.2 0.1
H 5.450197 -2.782618 -1.875025 0.1 -0.1 0.1
H 4.544118 -4.293752 -1.997907 -0.4 0.2 0.0
H 5.234071 -3.856675 -0.468491 0.0 0.3 0.1
H 3.210958 -1.929078 -2.943315 0.0 -0.2 -0.2
H 1.725756 -2.182107 -2.013947 0.0 0.1 0.1
H 2.541422 -3.565254 -2.727414 0.1 0.0 0.1
C -2.114143 -3.115754 -4.702262 -0.6 -0.1 -0.1
N -1.864137 -2.833777 -3.299219 0.6 -0.8 0.1
C -1.292515 -4.033432 -2.685826 0.3 0.2 0.4
P -2.888900 -1.942437 -2.230271 3.7 3.8 -6.0
O -1.742557 -1.404615 -1.369386 -2.1 -2.3 2.8
N -3.239457 -0.368398 -2.895594 -0.7 1.0 -0.3
C -2.541245 0.123636 -4.073196 0.1 -0.4 -0.2
C -3.249808 0.703859 -1.894390 -0.1 -0.2 0.3
N -4.319157 -2.603056 -3.065377 -1.4 -0.9 2.8
C -5.344292 -1.778766 -3.703330 -0.1 0.6 -0.1
C -5.007268 -3.542224 -2.151617 0.2 -0.6 -0.1
H -2.859921 -3.907865 -4.848321 0.0 0.0 0.0
H -1.188904 -3.442662 -5.186535 0.1 0.0 0.3
H -2.441837 -2.245643 -5.263034 -0.1 0.1 0.2
H -2.030777 -4.844478 -2.633315 0.1 -0.2 -0.1
H -0.944027 -3.830188 -1.671045 -0.1 0.1 0.0
H -0.425639 -4.390746 -3.249158 -0.1 0.1 -0.1
H -1.454286 -0.001823 -3.995119 0.0 0.0 -0.1
H -2.747085 1.184016 -4.238982 -0.1 0.0 0.3
H -2.894287 -0.362162 -4.982508 0.1 -0.2 0.0
H -2.241818 1.057434 -1.648691 0.0 0.0 0.1
H -3.720814 0.367669 -0.966895 0.1 0.0 0.0
H -3.832875 1.557022 -2.255194 0.0 -0.1 -0.2
H -5.764825 -1.029641 -3.027843 0.0 0.0 -0.2
H -6.169199 -2.407230 -4.056222 0.2 -0.3 0.3
H -4.959595 -1.289182 -4.596996 0.2 0.1 0.2
H -5.494645 -3.009195 -1.328816 -0.2 -0.1 0.0
H -4.288968 -4.245284 -1.715453 0.1 0.1 0.0
H -5.753282 -4.139802 -2.679831 0.0 0.1 0.0
```
Positions in Å, forces in eV/Å.

***

no.,calculated total energy (hartree)
1,-6264.9522
2,-2166.5500
3,-4073.2543